C10H13N2O6Pm | the ωB97M-V functional and the def2-TZVPD basis

Properties
- <S²>: 6.014
- Spin multiplicity: 5
- E_HOMO (alpha / beta): -16.255 / -16.318 eV
- LUMO (alpha / beta): -10.151 / -10.022 eV
- E: -1557.27917 Ha
- F_max: 11.379 eV/A
- Net charge: +2

XYZ file:
```
32
Properties=species:S:1:pos:R:3:forces:R:3
O 1.616 5.044 -2.144 0.21 5.15 -0.57
C 1.575 3.967 -2.025 -0.22 -5.16 0.58
Pm -0.269 0.017 -0.213 -5.03 2.45 -5.20
O 2.018 0.768 -2.384 -1.91 -0.95 2.00
C 1.320 0.442 -1.548 8.34 3.05 -6.53
C 0.246 -2.039 -0.065 3.44 -10.76 1.37
O 0.336 -3.185 -0.134 -0.63 3.92 0.06
C -1.345 0.021 1.583 -4.56 0.66 8.94
O -2.095 0.118 2.415 0.62 -0.19 -0.83
C 1.519 0.321 1.343 1.19 0.29 1.30
O 2.316 0.598 2.062 0.77 0.24 0.62
H -0.192 1.837 0.089 0.90 1.86 1.09
C -3.842 0.897 -0.378 0.18 -0.30 -0.18
N -3.746 -0.585 -0.592 0.38 0.31 0.06
C -4.850 -1.381 -0.081 -0.60 -0.92 -0.13
C -2.736 -1.097 -1.298 2.66 2.59 -1.65
O -1.715 -0.158 -1.599 -4.87 -2.49 -1.27
N -2.497 -2.324 -1.770 0.31 0.19 0.17
C -3.387 -3.460 -1.536 -0.82 -0.22 0.19
C -1.346 -2.656 -2.675 -0.59 -0.05 0.20
H -4.744 1.134 0.189 0.16 -0.33 -0.11
H -3.895 1.401 -1.337 0.11 0.10 -0.07
H -2.989 1.276 0.190 -0.11 0.08 -0.17
H -5.401 -1.838 -0.914 0.10 0.04 0.48
H -4.468 -2.131 0.616 -0.30 0.01 -0.17
H -5.559 -0.770 0.460 0.13 0.27 0.02
H -4.373 -3.264 -1.976 0.29 -0.21 0.25
H -3.006 -4.353 -2.014 0.29 0.07 -0.14
H -3.449 -3.669 -0.465 -0.18 -0.06 -0.29
H -0.694 -1.813 -2.841 -0.04 0.24 -0.06
H -0.777 -3.481 -2.246 -0.20 0.02 -0.03
H -1.749 -2.985 -3.634 -0.02 0.11 0.07
```
Positions in Å, forces in eV/Å.